Entry 1:
Molecular formula: C39H51N4O9SiV
Method: DFT, ωB97M-V/def2-TZVPD

Each line ends with the Mulliken charge.
Cartesian coordinates (Å):
V  -0.82  -1.54  -1.66  -0.735
O  2.10  -3.38  -0.35  -0.761
C  2.13  -2.31  -0.94  0.070
O  0.65  -1.75  -1.17  0.721
C  2.91  -2.20  -2.30  -0.379
C  2.06  -2.34  -3.56  0.333
C  2.97  -2.15  -4.79  -0.943
C  3.07  -0.60  -4.85  -1.028
C  2.40  -0.21  -3.54  -0.321
O  1.27  -1.13  -3.54  -0.737
C  3.31  -0.72  -2.40  0.375
C  3.09  -0.17  -1.00  -0.433
O  3.31  0.97  -0.67  -0.675
O  2.68  -1.13  -0.17  -0.159
H  3.71  -2.92  -2.23  0.425
H  1.42  -3.22  -3.58  -0.014
H  2.51  -2.57  -5.69  0.359
H  3.93  -2.63  -4.64  0.389
H  2.51  -0.20  -5.69  0.352
H  4.10  -0.24  -4.92  0.431
H  2.06  0.82  -3.44  0.780
H  4.35  -0.54  -2.64  0.691
N  -1.71  -1.10  -3.67  0.175
C  -1.96  0.33  -3.77  0.185
C  -2.58  0.91  -4.86  -0.667
C  -2.67  2.29  -4.93  -0.923
C  -2.07  3.05  -3.94  -0.737
C  -1.46  2.46  -2.83  0.322
C  -0.67  3.21  -1.86  -1.753
C  -0.24  2.61  -0.76  -0.251
C  -0.73  1.23  -0.39  -0.472
N  -1.01  0.37  -1.58  1.480
C  -1.48  1.06  -2.70  -0.091
H  -2.41  -1.62  -4.18  0.391
H  -0.81  -1.27  -4.13  0.229
H  -2.98  0.29  -5.65  0.437
H  -3.17  2.76  -5.77  0.403
H  -2.06  4.13  -4.02  0.478
H  -0.39  4.23  -2.09  0.466
H  0.40  3.09  -0.04  0.264
H  -1.70  1.38  0.10  0.374
C  -2.78  -1.79  2.10  -1.028
C  -4.00  -2.25  1.66  -0.992
C  -4.14  -2.66  0.33  -1.068
C  -3.07  -2.52  -0.52  0.644
N  -1.93  -1.92  -0.12  0.648
C  -1.75  -1.63  1.18  -0.157
C  -2.94  -3.25  -1.81  0.994
C  -3.96  -3.94  -2.43  -0.953
C  -3.66  -4.80  -3.48  -0.535
C  -2.33  -4.97  -3.85  -1.018
C  -1.37  -4.22  -3.21  0.059
N  -1.66  -3.35  -2.23  0.330
H  -2.59  -1.55  3.13  0.480
H  -4.83  -2.35  2.35  0.480
H  -5.05  -3.13  -0.01  0.400
H  -0.79  -1.26  1.47  0.761
H  -4.98  -3.81  -2.10  0.485
H  -4.44  -5.34  -3.99  0.477
H  -2.06  -5.65  -4.64  0.479
H  -0.33  -4.33  -3.47  0.426
C  2.05  -1.73  2.80  -1.357
C  1.07  -1.07  3.76  1.840
C  0.16  -2.11  4.40  -1.776
C  1.82  -0.30  4.84  -1.338
O  0.20  -0.17  3.03  0.446
Si  0.45  1.13  2.07  -1.597
O  0.12  0.57  0.52  0.765
O  1.94  1.67  2.21  0.746
C  2.78  2.82  2.39  1.726
C  2.63  3.78  1.22  -1.680
C  4.20  2.30  2.47  -1.585
C  2.38  3.51  3.69  -1.080
O  -0.65  2.29  2.33  0.831
C  -1.72  2.64  3.21  1.753
C  -1.48  2.10  4.61  -1.257
C  -1.78  4.16  3.24  -1.816
C  -3.02  2.08  2.65  -1.655
H  2.68  -2.44  3.33  0.678
H  2.69  -0.97  2.33  -0.072
H  1.53  -2.26  2.00  0.140
H  0.75  -2.77  5.04  0.457
H  -0.32  -2.72  3.63  0.269
H  -0.60  -1.62  5.01  0.299
H  2.49  -0.97  5.38  0.564
H  1.12  0.16  5.54  0.297
H  2.42  0.49  4.38  -0.150
H  2.72  3.22  0.28  0.214
H  3.43  4.52  1.26  0.516
H  1.67  4.30  1.26  0.206
H  4.41  1.69  1.58  0.141
H  4.35  1.68  3.36  0.313
H  4.91  3.13  2.50  0.462
H  1.38  3.93  3.61  -0.057
H  3.09  4.32  3.91  0.519
H  2.40  2.80  4.52  0.212
H  -0.54  2.50  5.01  0.271
H  -1.40  1.01  4.58  0.051
H  -2.30  2.39  5.27  0.585
H  -0.88  4.57  3.68  0.335
H  -2.64  4.49  3.83  0.436
H  -1.88  4.56  2.22  0.325
H  -2.95  1.00  2.56  0.251
H  -3.24  2.51  1.67  0.256
H  -3.85  2.32  3.32  0.558

Properties
- highest occupied orbital energy (alpha / beta) (eV) = -9.9008 / -9.9911
- largest force on an atom (eV/Å) = 3.72
- calculated total energy (eV) = -99225.635
- charge = +1
- orbital gap (alpha / beta) (hartree) = 0.2175 / 0.2082
- energy relative to the best compared isomer or geometry (same formula, charge and spin) (kcal per mole) = 76.9
- multiplicity = 2

---

Entry 2:
Molecular formula: C39H51O2Zr
Method: DFT, ωB97M-V/def2-TZVPD

Each line ends with the Mulliken charge.
Cartesian coordinates (Å):
C  -1.60  -2.68  0.07  -1.792
C  -1.61  -1.95  1.39  0.184
C  -2.62  -1.01  1.82  0.597
C  -3.90  -0.67  1.14  -2.059
C  -2.40  -0.74  3.19  0.546
C  -3.29  0.16  3.99  -1.794
C  -1.29  -1.53  3.63  1.663
C  -0.94  -1.83  5.04  -1.666
C  -0.73  -2.19  2.48  1.286
C  0.42  -3.16  2.45  -1.954
Zr  -0.35  0.14  1.31  -0.914
C  1.04  -0.85  -0.11  0.144
C  -1.58  1.35  -0.06  -1.031
C  1.20  2.07  1.73  -0.247
C  1.46  2.83  0.47  -1.464
C  0.14  2.32  2.70  1.006
C  -0.85  3.44  2.66  -1.873
C  0.46  1.58  3.89  1.079
C  -0.33  1.72  5.12  -1.033
C  1.61  0.78  3.61  0.053
C  2.21  -0.27  4.48  -1.889
C  2.09  1.10  2.30  2.065
C  3.42  0.66  1.79  -1.193
H  -2.57  -3.18  -0.12  0.364
H  -1.42  -2.01  -0.79  0.197
H  -0.82  -3.45  0.06  0.395
H  -4.75  -1.24  1.54  0.303
H  -4.13  0.40  1.32  0.490
H  -3.88  -0.85  0.06  0.450
H  -4.00  -0.42  4.62  0.361
H  -2.70  0.83  4.61  0.339
H  -3.85  0.82  3.30  0.249
H  -1.51  -2.72  5.41  0.327
H  0.12  -2.06  5.19  0.279
H  -0.18  0.94  5.87  0.278
H  0.07  -4.19  2.68  0.324
H  0.89  -3.20  1.46  0.372
H  1.19  -2.88  3.17  0.388
H  2.05  -0.42  -0.06  -0.307
H  1.21  -1.93  -0.05  0.265
H  0.69  -0.70  -1.15  0.209
H  -1.68  2.40  0.24  0.394
H  -1.08  1.40  -1.05  0.015
H  -2.60  0.98  -0.20  0.460
H  2.41  3.38  0.54  0.377
H  1.52  2.17  -0.40  0.003
H  0.66  3.57  0.28  0.367
H  -0.38  4.42  2.47  0.339
H  -1.63  3.31  1.91  0.166
H  -1.37  3.53  3.62  0.478
H  -0.33  2.75  5.52  0.363
H  -1.37  1.60  4.80  -0.040
H  -1.19  -1.00  5.72  0.345
H  3.26  -0.01  4.74  0.419
H  1.64  -0.48  5.39  0.307
H  2.27  -1.21  3.91  0.118
H  4.24  1.16  2.32  0.428
H  3.54  -0.42  1.93  0.348
H  3.51  0.90  0.71  -0.012
C  8.39  -3.85  0.71  -0.393
C  6.91  -4.14  0.42  -0.579
C  6.42  -2.85  -0.17  1.421
C  7.49  -1.93  -0.09  0.145
O  8.64  -2.42  0.43  -0.587
C  7.36  -0.61  -0.55  -1.818
C  6.18  -0.24  -1.13  -0.514
C  5.07  -1.14  -1.29  1.712
C  3.83  -0.80  -1.92  -1.058
C  3.40  0.42  -2.54  1.413
C  2.09  0.47  -3.13  -1.101
C  1.64  1.63  -3.73  1.400
C  2.48  2.77  -3.78  0.116
O  1.98  3.82  -4.47  -0.595
C  0.67  3.38  -5.01  -0.427
C  0.37  1.99  -4.44  -0.470
C  3.75  2.77  -3.20  -1.824
C  4.18  1.62  -2.59  -0.436
C  5.23  -2.47  -0.76  -1.342
H  8.68  -4.02  1.76  0.266
H  9.06  -4.43  0.07  0.242
H  6.80  -4.99  -0.26  0.264
H  6.39  -4.38  1.36  0.182
H  8.21  0.06  -0.47  0.356
H  6.11  0.77  -1.48  0.526
H  3.12  -1.63  -2.00  0.007
H  1.46  -0.42  -3.12  0.319
H  -0.06  4.14  -4.73  0.314
H  0.76  3.36  -6.10  0.219
H  0.12  1.28  -5.24  0.347
H  -0.49  2.04  -3.76  -0.018
H  4.36  3.66  -3.26  0.341
H  5.16  1.65  -2.15  0.404
H  4.41  -3.18  -0.85  0.296

Properties
- highest occupied orbital energy (eV) = -1.5205
- largest force on an atom (eV/Å) = 3.03
- calculated total energy (eV) = -46644.971
- charge = -1
- orbital gap (hartree) = 0.1425
- energy relative to the best compared isomer or geometry (same formula, charge and spin) (kcal per mole) = 16.8

---

Entry 3:
Molecular formula: C39H52N2O2SScSi3
Method: DFT, ωB97M-V/def2-TZVPD

Each line ends with the Mulliken charge.
Cartesian coordinates (Å):
Sc  0.04  -0.05  -0.14  -2.242
C  -4.56  -1.09  5.29  -1.729
C  -4.08  0.20  4.61  2.061
C  -4.56  1.41  5.43  -1.887
C  -4.71  0.28  3.23  -1.862
C  -2.56  0.19  4.55  0.442
C  -1.83  0.18  5.76  -0.102
C  -0.46  0.16  5.79  -1.284
C  0.23  0.14  4.58  1.532
S  1.93  0.14  4.27  -0.577
C  1.60  0.10  2.57  0.819
N  0.34  0.09  2.24  1.636
C  -0.46  0.13  3.37  -2.551
C  -1.86  0.18  3.36  0.732
C  2.68  0.06  1.57  0.095
C  4.01  0.13  1.99  -0.958
C  5.02  0.08  1.04  -0.956
C  4.68  -0.03  -0.30  -0.911
C  3.35  -0.08  -0.69  0.028
C  2.30  -0.04  0.23  0.790
H  -5.65  -1.11  5.35  0.448
H  -4.17  -1.19  6.30  0.332
H  -4.24  -1.96  4.71  0.331
H  -5.65  1.44  5.44  0.454
H  -4.19  2.34  4.99  0.390
H  -4.22  1.37  6.46  0.346
H  -5.80  0.28  3.32  0.524
H  -4.43  -0.56  2.60  0.306
H  -4.43  1.21  2.72  0.332
H  -2.37  0.18  6.70  0.422
H  0.07  0.16  6.74  0.397
H  -2.36  0.21  2.41  -0.466
H  4.27  0.21  3.04  0.413
H  6.06  0.13  1.35  0.363
H  5.47  -0.06  -1.06  0.429
H  3.14  -0.16  -1.75  0.169
C  1.67  1.90  -3.19  -0.843
Si  -0.16  1.54  -3.29  0.437
C  -1.20  2.94  -2.59  -0.794
C  -0.58  1.65  -5.13  -1.315
C  -0.61  -0.09  -2.49  2.929
C  -2.03  -0.04  -2.07  -2.247
C  -3.14  -0.23  -2.90  -0.835
C  -4.41  -0.08  -2.39  -0.879
C  -4.58  0.26  -1.05  -0.900
C  -3.45  0.41  -0.28  -1.293
N  -2.22  0.23  -0.77  1.353
Si  -0.16  -1.65  -3.38  0.233
C  -1.41  -2.99  -2.96  -0.566
C  -0.16  -1.62  -5.26  -1.243
C  1.56  -2.24  -2.92  -0.482
H  1.90  2.84  -3.70  0.486
H  2.24  1.11  -3.69  0.231
H  2.02  1.98  -2.16  0.124
H  -0.83  3.89  -2.98  0.403
H  -1.23  3.01  -1.51  0.109
H  -2.23  2.82  -2.94  0.284
H  -0.50  2.70  -5.44  0.353
H  -1.60  1.32  -5.34  0.301
H  0.10  1.08  -5.76  0.321
H  -2.99  -0.47  -3.94  0.429
H  -5.28  -0.22  -3.03  0.411
H  -5.56  0.41  -0.62  0.491
H  -3.52  0.68  0.77  0.668
H  -2.23  -3.00  -3.69  0.414
H  -1.85  -2.84  -1.97  -0.114
H  -0.95  -3.97  -2.97  0.332
H  -1.08  -1.20  -5.68  0.316
H  -0.09  -2.66  -5.60  0.339
H  0.68  -1.08  -5.69  0.266
H  1.66  -2.36  -1.84  -0.317
H  2.32  -1.53  -3.25  0.322
H  1.78  -3.20  -3.39  0.451
C  0.86  4.37  0.44  -0.993
O  0.86  3.00  0.05  -0.024
C  -0.19  2.19  0.50  0.965
O  -1.06  2.70  1.19  -0.760
H  1.89  4.65  0.66  0.265
H  0.23  4.52  1.32  0.338
H  0.48  4.99  -0.38  0.245
C  -1.93  -3.02  1.68  -0.806
Si  -0.26  -2.77  0.78  1.204
C  1.01  -3.08  2.18  -1.420
C  -0.06  -4.41  -0.20  1.023
C  1.22  -4.91  -0.46  -0.498
C  1.43  -6.08  -1.16  -0.608
C  0.35  -6.82  -1.63  -0.555
C  -0.93  -6.36  -1.37  -0.525
C  -1.13  -5.18  -0.68  -0.375
H  -1.80  -3.64  2.57  0.406
H  -2.67  -3.50  1.05  0.397
H  -2.37  -2.07  2.01  -0.292
H  0.93  -4.13  2.51  0.572
H  0.80  -2.45  3.04  0.323
H  2.04  -2.90  1.88  0.230
H  2.09  -4.36  -0.10  0.234
H  2.44  -6.43  -1.35  0.390
H  0.51  -7.74  -2.18  0.353
H  -1.79  -6.92  -1.73  0.368
H  -2.15  -4.84  -0.52  0.103

Properties
- highest occupied orbital energy (eV) = -4.1165
- largest force on an atom (eV/Å) = 0.38
- calculated total energy (eV) = -103536.813
- charge = -1
- orbital gap (hartree) = 0.2374
- energy relative to the best compared isomer or geometry (same formula, charge and spin) (kcal per mole) = 6.0

---

Entry 4:
Molecular formula: C39H54ClMoN7O7P2S4
Method: DFT, ωB97M-V/def2-TZVPD

Each line ends with the Mulliken charge.
Cartesian coordinates (Å):
Mo  1.57  0.17  -0.52  -1.658
C  -0.15  3.05  2.55  -0.789
N  -0.58  3.54  1.26  0.482
C  -0.16  4.91  0.93  -0.861
P  -1.12  2.51  0.10  -1.083
O  -0.11  1.54  -0.43  2.478
O  -2.26  1.74  0.87  -0.881
P  -3.14  0.33  0.75  -1.195
O  -2.24  -0.83  0.83  0.437
N  -4.17  0.53  2.00  0.392
C  -3.59  0.68  3.33  -0.662
C  -5.60  0.79  1.90  -1.018
N  -3.98  0.44  -0.65  0.631
C  -3.75  -0.52  -1.73  -0.374
C  -4.74  1.62  -1.03  -1.186
N  -1.81  3.39  -1.08  1.018
C  -1.20  3.57  -2.40  -0.567
C  -2.82  4.39  -0.75  -1.397
H  -0.27  3.86  3.28  0.591
H  1.76  3.36  2.48  0.352
H  -0.78  2.22  2.85  -0.023
H  0.84  5.11  1.32  0.274
H  -0.86  5.64  1.35  0.296
H  -0.09  5.05  -0.15  0.299
H  -2.53  0.40  3.31  -0.129
H  -4.10  0.02  4.03  0.418
H  -3.67  1.71  3.69  0.270
H  -5.99  0.42  0.96  0.319
H  -5.83  1.85  2.01  0.306
H  -6.11  0.25  2.71  0.344
H  -3.13  -1.34  -1.37  -0.482
H  -3.24  -0.03  -2.57  0.250
H  -4.70  -0.92  -2.08  0.410
H  -4.76  2.34  -0.22  0.363
H  -5.77  1.35  -1.28  0.400
H  -4.29  2.09  -1.91  0.290
H  -0.37  2.89  -2.53  -0.288
H  -0.83  4.59  -2.51  0.353
H  -1.94  3.38  -3.18  0.228
H  -3.22  4.21  0.25  0.329
H  -3.64  4.34  -1.47  0.449
H  -2.40  5.40  -0.79  0.373
S  0.03  -1.67  -1.12  -0.365
C  0.10  -2.60  0.30  0.334
N  0.09  -3.90  0.27  0.257
C  0.11  -4.69  1.51  -0.876
C  -0.77  -4.01  2.51  -0.715
N  -0.30  -2.63  2.68  0.430
C  -0.37  -2.11  4.06  -1.088
C  0.63  -2.83  4.94  0.310
C  1.99  -2.72  4.66  -0.220
C  2.91  -3.40  5.44  -0.808
C  2.48  -4.19  6.50  -0.442
C  1.13  -4.30  6.78  -0.682
C  0.20  -3.62  6.00  -0.187
C  0.13  -1.93  1.66  0.546
S  0.61  -0.32  1.81  -0.079
C  -0.05  -4.68  -0.98  -1.400
C  -1.43  -5.29  -1.06  0.456
C  -1.58  -6.67  -1.16  -0.279
C  -2.85  -7.22  -1.22  -0.680
C  -3.97  -6.40  -1.17  -0.506
C  -3.82  -5.03  -1.06  -0.755
C  -2.55  -4.47  -1.01  0.785
H  1.14  -4.75  1.87  0.355
H  -0.25  -5.69  1.28  0.518
H  -0.70  -4.50  3.48  0.555
H  -1.81  -4.00  2.18  0.304
H  -1.39  -2.26  4.41  0.449
H  -0.17  -1.05  4.03  0.440
H  2.32  -2.09  3.84  0.469
H  3.97  -3.31  5.23  0.431
H  3.20  -4.71  7.11  0.409
H  0.79  -4.91  7.61  0.414
H  -0.86  -3.71  6.22  0.421
H  0.72  -5.46  -0.95  0.454
H  0.17  -4.02  -1.81  0.499
H  -0.71  -7.31  -1.20  0.409
H  -2.97  -8.30  -1.30  0.407
H  -4.96  -6.84  -1.22  0.407
H  -4.69  -4.39  -1.02  0.444
H  -2.44  -3.39  -0.91  -0.085
O  3.96  0.66  2.06  -0.294
Cl  3.96  1.79  1.13  0.600
O  2.80  1.87  0.18  -0.352
O  1.19  2.58  2.56  -0.513
O  2.88  -0.82  -0.36  -0.529
C  5.23  1.21  -4.83  -0.609
C  5.30  0.92  -3.45  -1.082
C  4.16  0.73  -2.72  -0.373
C  2.87  0.80  -3.31  1.430
C  1.64  0.60  -2.59  1.456
C  0.46  0.62  -3.29  0.106
C  0.40  0.88  -4.67  -1.007
C  1.56  1.11  -5.36  -1.044
C  2.81  1.07  -4.71  1.244
C  4.00  1.29  -5.44  -0.988
H  6.13  1.35  -5.41  0.471
H  6.27  0.83  -2.98  0.461
H  4.26  0.49  -1.68  0.446
H  -0.49  0.47  -2.77  0.073
H  -0.55  0.90  -5.18  0.512
H  1.54  1.31  -6.43  0.423
H  3.93  1.49  -6.50  0.443
S  2.14  4.16  -2.13  -0.143
C  3.76  4.49  -2.19  -0.032
N  4.48  4.73  -3.28  -0.139
C  5.93  4.82  -3.15  -0.529
C  6.19  5.24  -1.71  -0.576
S  4.77  4.61  -0.76  -0.118
H  4.04  4.62  -4.18  0.275
H  6.32  5.55  -3.85  0.411
H  6.38  3.85  -3.36  0.170
H  6.23  6.32  -1.60  0.323
H  7.11  4.81  -1.32  0.386

Properties
- highest occupied orbital energy (alpha / beta) (eV) = -12.0825 / -12.2117
- largest force on an atom (eV/Å) = 1.09
- calculated total energy (eV) = -142368.804
- charge = +2
- orbital gap (alpha / beta) (hartree) = 0.2300 / 0.1726
- energy relative to the best compared isomer or geometry (same formula, charge and spin) (kcal per mole) = 0.0
- multiplicity = 3